C47H55BrN2NiOPSbSi3 | ωB97M-V/def2-TZVPD

CARTESIAN COORDINATES (ANGSTROEM)
Ni: 0.44 0.09 0.45
C: 4.33 -3.57 3.34
C: 3.11 -4.21 3.45
C: 2.02 -3.77 2.71
C: 2.13 -2.67 1.88
C: 3.37 -2.03 1.77
C: 4.46 -2.48 2.49
P: 0.78 -2.08 0.78
C: -0.60 -3.19 1.13
C: -1.18 -4.01 0.16
C: -2.29 -4.78 0.47
C: -2.84 -4.74 1.74
C: -2.28 -3.91 2.71
C: -1.16 -3.15 2.41
C: 1.59 -2.62 -0.75
C: 1.83 -3.90 -1.17
C: 2.71 -4.12 -2.24
C: 3.38 -3.07 -2.82
C: 3.18 -1.74 -2.37
C: 3.91 -0.65 -2.90
C: 3.64 0.61 -2.44
C: 2.64 0.83 -1.46
C: 1.92 -0.19 -0.86
C: 2.24 -1.50 -1.35
H: 5.19 -3.91 3.91
H: 3.01 -5.07 4.10
H: 1.07 -4.29 2.81
H: 3.47 -1.17 1.11
H: 5.41 -1.97 2.39
H: -0.78 -4.02 -0.84
H: -2.73 -5.41 -0.29
H: -3.70 -5.34 1.98
H: -2.71 -3.86 3.70
H: -0.74 -2.50 3.16
H: 1.38 -4.74 -0.66
H: 2.89 -5.13 -2.59
H: 4.09 -3.25 -3.62
H: 4.64 -0.82 -3.67
H: 4.18 1.45 -2.84
H: 2.42 1.86 -1.20
Br: 1.73 -0.02 3.68
C: -0.09 -0.09 4.18
C: -0.25 -0.25 5.53
C: -1.52 -0.33 6.11
C: -2.60 -0.22 5.29
C: -2.46 -0.05 3.90
C: -3.66 0.09 3.15
C: -3.59 0.30 1.82
C: -2.33 0.31 1.19
C: -1.10 0.15 1.79
C: -1.18 0.01 3.25
H: 0.63 -0.32 6.15
H: -1.63 -0.46 7.18
H: -3.61 -0.27 5.69
H: -4.60 0.05 3.68
H: -4.48 0.43 1.23
H: -2.37 0.46 0.12
N: 2.08 5.87 4.38
C: 2.92 5.07 3.68
O: 4.13 5.20 3.71
C: 2.29 4.00 2.82
C: 0.92 3.80 2.69
C: 0.46 2.77 1.89
N: 1.28 1.95 1.21
C: 2.59 2.16 1.33
C: 3.14 3.16 2.12
H: 2.49 6.55 5.00
H: 1.09 5.71 4.43
H: 0.18 4.41 3.19
H: -0.60 2.58 1.78
H: 3.24 1.48 0.78
H: 4.21 3.28 2.20
C: 1.14 2.85 -4.26
Si: 0.03 1.33 -4.26
C: -1.35 1.64 -5.48
C: 1.02 -0.13 -4.89
Sb: -0.87 0.92 -1.88
Si: -2.52 -0.98 -2.52
C: -3.42 -1.77 -1.09
C: -1.38 -2.27 -3.28
C: -3.84 -0.49 -3.77
Si: -1.87 3.25 -1.52
C: -0.35 4.27 -1.11
C: -2.69 4.04 -3.02
C: -3.09 3.41 -0.11
H: 1.55 2.98 -5.26
H: 1.97 2.74 -3.56
H: 0.59 3.75 -4.01
H: -0.92 1.91 -6.45
H: -2.02 2.44 -5.18
H: -1.96 0.75 -5.63
H: 1.69 0.22 -5.68
H: 0.37 -0.89 -5.32
H: 1.63 -0.59 -4.12
H: -2.84 -1.83 -0.17
H: -3.68 -2.79 -1.39
H: -4.34 -1.23 -0.86
H: -0.40 -2.31 -2.79
H: -1.21 -2.07 -4.34
H: -1.83 -3.25 -3.19
H: -4.28 0.47 -3.53
H: -4.63 -1.24 -3.76
H: -3.45 -0.44 -4.78
H: 0.35 4.31 -1.94
H: 0.19 3.88 -0.25
H: -0.66 5.29 -0.88
H: -1.99 4.19 -3.84
H: -3.06 5.02 -2.73
H: -3.53 3.46 -3.38
H: -2.88 2.76 0.74
H: -4.10 3.19 -0.46
H: -3.07 4.44 0.24

Calculated values
Largest force on an atom, eV Å⁻¹: 1.1
Energy above the lowest of the compared OMol25 structures with the same formula, charge and spin, kJ/mol: 0.00
LUMO, Eh: 0.000
Orbital gap, hartree: 0.2540

C2H3Br2NO4S | ωB97M-V/def2-TZVPD

CARTESIAN COORDINATES (ANGSTROEM)
C: -2.04 -0.10 -0.16
C: 2.44 -0.45 -0.23
N: 1.15 -0.54 -0.19
O: 0.45 -1.50 0.10
O: 0.46 0.59 -0.63
O: -1.05 2.28 -0.06
O: -0.43 0.68 1.70
S: -0.80 0.97 0.37
Br: 3.43 -1.97 -0.19
Br: 3.31 1.17 -0.38
H: -1.72 -0.94 -0.70
H: -2.33 -0.59 0.76
H: -2.85 0.40 -0.38

Calculated values
Largest force on an atom, eV Å⁻¹: 5.4
Energy above the lowest of the compared OMol25 structures with the same formula, charge and spin, kJ/mol: 0.00
LUMO, Eh: 0.007
Orbital gap, hartree: 0.3483

C17H15NS | ωB97M-V/def2-TZVPD

CARTESIAN COORDINATES (ANGSTROEM)
C: -3.87 -1.22 -2.49
C: -3.64 -0.47 -1.21
C: -4.35 0.69 -0.92
C: -4.11 1.38 0.25
C: -3.16 0.93 1.15
C: -2.44 -0.23 0.87
C: -2.69 -0.91 -0.31
H: -2.12 -1.81 -0.52
C: -1.43 -0.74 1.86
H: -1.82 -1.62 2.37
H: -1.17 0.02 2.60
S: 0.12 -1.36 1.10
C: 0.92 0.09 0.54
C: 0.40 1.36 0.54
C: 1.16 2.44 0.07
C: 2.43 2.27 -0.40
C: 3.00 0.98 -0.42
C: 4.30 0.70 -0.89
C: 4.76 -0.59 -0.87
C: 3.92 -1.60 -0.38
N: 2.71 -1.38 0.06
C: 2.24 -0.12 0.05
H: 4.25 -2.63 -0.35
H: 5.76 -0.84 -1.22
H: 4.92 1.51 -1.25
H: 3.02 3.10 -0.75
H: 0.72 3.43 0.09
H: -0.60 1.55 0.89
H: -2.99 1.47 2.07
H: -4.67 2.28 0.47
H: -5.09 1.05 -1.62
H: -3.08 -0.98 -3.21
H: -4.82 -0.95 -2.93
H: -3.84 -2.29 -2.31

Calculated values
Largest force on an atom, eV Å⁻¹: 0.8
Structure (SMILES): Cc1cccc(CSc2cccc3cccnc23)c1
LUMO, Eh: 0.011
Orbital gap, hartree: 0.2983

C5H8N2 | ωB97M-V/def2-TZVPD

CARTESIAN COORDINATES (ANGSTROEM)
N: -1.33 -0.01 -1.65
C: -0.88 0.15 -0.27
C: -1.73 -0.56 0.73
N: -2.36 -1.14 1.50
C: 0.54 -0.33 -0.07
C: 1.23 0.06 1.21
C: 1.70 0.62 -0.11
H: -2.27 0.34 -1.75
H: -1.35 -1.00 -1.89
H: -0.92 1.22 -0.03
H: 0.72 -1.34 -0.43
H: 0.68 0.73 1.87
H: 1.81 -0.69 1.72
H: 2.64 0.26 -0.52
H: 1.50 1.67 -0.32

Calculated values
Largest force on an atom, eV Å⁻¹: 1.1
Structure (SMILES): N#C[C@H](N)C1CC1
Energy above the lowest of the compared OMol25 structures with the same formula, charge and spin, kJ/mol: 123.13
LUMO, Eh: 0.034
Orbital gap, hartree: 0.4151

C74H80F9N5 | ωB97M-V/def2-TZVPD

CARTESIAN COORDINATES (ANGSTROEM)
C: 6.39 -0.44 2.58
C: 5.84 -0.90 1.17
C: 5.65 0.36 0.27
C: 6.88 1.11 0.00
N: 7.84 1.74 -0.23
H: 7.34 0.08 2.46
H: 6.47 -1.29 3.27
H: 5.64 0.22 3.01
H: 4.87 -1.37 1.28
H: 6.48 -1.65 0.71
H: 4.89 1.04 0.66
H: 5.28 0.01 -0.70
C: 1.13 0.03 0.93
C: 1.11 -0.31 -0.61
C: -0.13 0.23 -1.36
C: -1.48 -0.02 -0.76
N: -2.51 -0.21 -0.28
H: 0.31 -0.38 1.51
H: 1.11 1.11 1.08
H: 2.10 -0.30 1.29
H: 1.25 -1.39 -0.67
H: 2.02 0.07 -1.09
H: -0.19 -0.23 -2.34
H: -0.14 1.29 -1.61
C: 2.60 3.11 6.24
C: 1.29 2.72 5.48
C: 1.66 1.61 4.49
C: 2.79 1.87 3.54
N: 3.68 1.99 2.81
H: 3.25 3.68 5.57
H: 3.18 2.22 6.47
H: 2.35 3.71 7.11
H: 0.85 3.61 5.03
H: 0.53 2.32 6.14
H: 0.76 1.42 3.91
H: 1.89 0.69 5.02
C: -5.97 1.07 -3.10
C: -4.46 1.01 -2.96
C: -3.87 1.75 -4.22
C: -2.41 1.85 -4.27
N: -1.25 1.93 -4.32
H: -6.38 0.66 -4.03
H: -6.26 2.12 -3.04
H: -6.38 0.49 -2.28
H: -4.10 -0.02 -2.96
H: -4.03 1.49 -2.08
H: -4.28 2.75 -4.09
H: -4.34 1.23 -5.06
C: -3.46 -0.57 4.61
C: -2.22 -0.69 3.81
C: -1.17 -1.40 4.62
C: -0.76 -0.61 5.74
N: -0.45 0.02 6.68
H: -3.22 -0.12 5.57
H: -3.87 -1.56 4.79
H: -4.17 0.01 4.02
H: -1.85 0.30 3.54
H: -2.49 -1.22 2.89
H: -0.24 -1.67 4.11
H: -1.53 -2.34 5.04
F: 0.71 3.49 1.92
C: 0.88 4.78 2.31
C: -0.26 5.59 2.20
C: -0.12 6.92 2.66
C: 1.08 7.36 3.17
C: 2.20 6.51 3.32
C: 2.11 5.21 2.91
H: -1.21 5.23 1.84
H: -0.97 7.59 2.69
H: 1.11 8.40 3.48
H: 3.09 6.92 3.78
H: 2.96 4.54 2.95
F: -5.33 5.14 -1.06
C: -4.19 4.51 -0.61
C: -3.10 4.50 -1.46
C: -1.91 3.92 -1.06
C: -1.77 3.35 0.20
C: -2.90 3.34 1.05
C: -4.12 3.89 0.69
H: -3.17 5.10 -2.36
H: -1.00 3.84 -1.64
H: -0.86 2.86 0.51
H: -2.80 2.85 2.00
H: -4.90 3.84 1.43
F: 3.85 -1.17 4.47
C: 2.91 -2.08 4.43
C: 2.35 -2.64 5.55
C: 1.45 -3.68 5.48
C: 1.06 -4.15 4.22
C: 1.47 -3.51 3.04
C: 2.40 -2.47 3.15
H: 2.80 -2.41 6.51
H: 1.10 -4.07 6.43
H: 0.41 -5.01 4.20
H: 1.13 -3.82 2.06
H: 2.83 -1.98 2.29
F: -2.45 -0.47 -6.44
C: -2.11 -1.61 -5.83
C: -1.49 -1.49 -4.60
C: -1.13 -2.61 -3.89
C: -1.48 -3.87 -4.42
C: -2.00 -4.03 -5.70
C: -2.32 -2.90 -6.39
H: -1.35 -0.51 -4.15
H: -0.72 -2.54 -2.89
H: -1.29 -4.73 -3.80
H: -2.31 -5.01 -6.03
H: -2.83 -3.10 -7.31
F: -9.15 1.32 0.25
C: -8.08 0.58 0.56
C: -8.30 -0.82 0.77
C: -7.25 -1.65 1.21
C: -5.94 -1.13 1.23
C: -5.69 0.26 1.13
C: -6.78 1.03 0.72
H: -9.31 -1.18 0.73
H: -7.39 -2.70 1.43
H: -5.07 -1.71 1.50
H: -4.72 0.69 1.37
H: -6.71 2.09 0.57
F: 3.56 -3.04 -0.27
C: 3.06 -3.88 -1.22
C: 2.67 -5.19 -0.86
C: 2.14 -5.92 -1.91
C: 2.05 -5.42 -3.18
C: 2.42 -4.16 -3.50
C: 2.90 -3.35 -2.48
H: 2.71 -5.60 0.13
H: 1.88 -6.96 -1.73
H: 1.77 -6.17 -3.92
H: 2.47 -3.80 -4.52
H: 3.27 -2.35 -2.65
F: -1.25 -7.60 1.19
C: -1.20 -6.27 1.07
C: -1.67 -5.42 2.07
C: -1.56 -4.04 1.90
C: -1.17 -3.55 0.68
C: -0.67 -4.39 -0.29
C: -0.64 -5.73 -0.09
H: -1.97 -5.88 2.99
H: -1.86 -3.37 2.69
H: -1.17 -2.48 0.54
H: -0.32 -3.99 -1.23
H: -0.29 -6.35 -0.90
F: 1.87 -0.68 -4.42
C: 2.65 -0.74 -5.52
C: 3.79 0.02 -5.63
C: 4.56 -0.13 -6.76
C: 4.23 -1.05 -7.72
C: 3.03 -1.80 -7.66
C: 2.22 -1.61 -6.57
H: 4.04 0.79 -4.91
H: 5.47 0.44 -6.85
H: 4.89 -1.10 -8.57
H: 2.78 -2.50 -8.44
H: 1.28 -2.12 -6.42
F: 3.75 1.54 -2.22
C: 2.89 2.59 -2.11
C: 1.92 2.92 -3.09
C: 1.17 4.08 -2.94
C: 1.24 4.86 -1.79
C: 2.16 4.53 -0.82
C: 3.01 3.43 -0.99
H: 1.78 2.31 -3.97
H: 0.42 4.41 -3.65
H: 0.58 5.71 -1.64
H: 2.32 5.04 0.12
H: 3.58 3.17 -0.11

Calculated values
Net charge: -1
Largest force on an atom, eV Å⁻¹: 4.1
LUMO (alpha / beta), Eh: 0.072 / 0.072
Orbital gap (alpha / beta), hartree: 0.0683 / 0.2755
Multiplicity: 2
⟨S²⟩: 0.757

C27H29BF6O4S | ωB97M-V/def2-TZVPD

CARTESIAN COORDINATES (ANGSTROEM)
C: -2.88 -2.92 -5.68
O: -1.52 -3.20 -5.25
C: -0.91 -2.35 -4.38
C: 0.37 -2.74 -3.90
C: 0.98 -2.02 -2.89
C: 0.34 -0.90 -2.32
C: 1.08 -0.02 -1.40
O: 0.78 1.28 -1.62
C: 1.78 2.17 -2.13
C: -0.89 -0.47 -2.85
C: -1.50 -1.16 -3.89
H: -3.19 -3.82 -6.20
H: -3.55 -2.73 -4.83
H: -2.90 -2.06 -6.37
H: 0.85 -3.60 -4.35
H: 1.99 -2.26 -2.56
H: 2.13 -0.28 -1.22
H: 1.37 3.18 -2.01
H: 2.74 2.07 -1.60
H: 1.89 1.93 -3.20
H: -1.33 0.47 -2.51
H: -2.43 -0.78 -4.31
C: 0.55 -0.94 6.05
C: 0.15 -0.52 4.68
C: -0.98 0.20 4.35
C: -1.11 0.51 2.96
C: -0.04 0.03 2.23
B: 0.13 0.24 0.53
C: 0.71 1.72 0.80
C: 2.04 1.92 1.11
C: 2.53 3.22 1.22
C: 4.01 3.41 1.38
F: 4.35 4.64 1.85
F: 4.56 2.48 2.23
F: 4.65 3.25 0.17
C: 1.70 4.33 1.08
C: 0.35 4.09 0.83
C: -0.62 5.23 0.69
F: -1.48 5.01 -0.36
F: -1.40 5.38 1.81
F: -0.01 6.43 0.46
C: -0.15 2.81 0.69
O: 1.00 -0.91 0.46
C: 0.47 -2.23 0.49
C: -1.08 -2.34 0.45
C: -1.40 -3.44 -0.55
C: -1.52 -2.78 1.83
C: -1.88 -1.07 0.04
O: -1.16 0.15 -0.02
S: 1.10 -0.79 3.24
H: -0.24 -0.68 6.76
H: 0.71 -2.02 6.10
H: 1.47 -0.43 6.37
H: -1.70 0.52 5.11
H: -1.92 1.11 2.55
H: 2.70 1.09 1.30
H: 2.09 5.34 1.16
H: -1.20 2.66 0.50
H: 0.94 -2.76 -0.35
H: 0.87 -2.68 1.42
H: -2.47 -3.64 -0.58
H: -1.07 -3.14 -1.55
H: -0.88 -4.37 -0.28
H: -2.60 -2.99 1.83
H: -0.98 -3.69 2.12
H: -1.31 -2.00 2.56
H: -2.32 -1.21 -0.97
H: -2.73 -0.92 0.73

Calculated values
Largest force on an atom, eV Å⁻¹: 7.7
Energy above the lowest of the compared OMol25 structures with the same formula, charge and spin, kJ/mol: 33.52
LUMO, Eh: -0.050
Orbital gap, hartree: 0.2114